73
Properties=species:S:1:pos:R:3:forces:R:3 method="wB97M-V/def2-TZVPD" e_above_lowest_ev=1.220 lumo_energy_ha=-0.1734 orbital_gap_ha=0.261 largest_force_ev_per_a=0.622 total_charge=+1 homo_ev=-11.82 e_tot_ha=-4358.89887
Ti 0.8952 0.5292 1.5545 -0.56 -0.25 -0.11
C 1.5760 -0.6439 4.3279 0.00 0.02 0.00
N 2.2948 -0.3571 3.0595 -0.08 -0.04 0.09
C 3.4004 0.5841 3.3449 0.00 0.00 0.00
C 2.8270 -1.6421 2.5455 0.01 0.01 0.06
C 3.3557 -1.4800 1.1276 0.03 -0.03 -0.10
N 2.4112 -0.5988 0.4833 0.04 0.19 0.09
C 1.9160 -0.4654 -0.6923 0.31 -0.05 0.14
C 0.9955 0.6383 -0.5671 -0.13 -0.09 -0.29
F 1.6669 2.1036 1.7865 0.04 0.07 -0.12
C 0.6086 1.4728 -1.5285 -0.05 0.03 0.12
F -0.0388 2.5998 -1.2062 0.05 -0.04 -0.05
C 0.7912 1.3552 -2.9666 0.01 0.03 0.01
C 0.9143 0.1839 -3.5698 0.02 -0.01 -0.07
F 1.0911 0.1177 -4.8906 0.01 0.00 0.06
C 0.9881 -1.1827 -2.9004 0.06 -0.09 0.02
F 1.1525 -2.1133 -3.9000 0.04 0.05 0.08
H 2.2611 -1.1299 5.0286 0.00 0.00 0.01
H 0.7334 -1.3006 4.1226 0.00 0.00 0.00
H 1.2193 0.2900 4.7537 0.02 -0.01 0.01
H 4.1160 0.1151 4.0260 0.00 0.00 0.01
H 2.9895 1.4797 3.8027 0.00 0.01 0.00
H 3.9043 0.8707 2.4241 0.00 0.00 0.00
H 2.0030 -2.3540 2.5542 -0.01 -0.01 -0.01
H 3.6100 -2.0086 3.2161 -0.01 -0.02 0.00
H 3.4556 -2.4486 0.6414 0.02 0.00 0.00
H 4.3367 -0.9987 1.1202 -0.01 0.02 0.00
H 0.7697 2.2566 -3.5661 0.01 0.01 0.00
O 0.3921 2.4900 4.5388 -0.01 0.02 0.00
C -0.5241 2.2536 3.7902 0.05 -0.01 0.04
N -0.5974 1.1184 2.9864 0.07 -0.04 0.04
S -1.9201 1.1093 2.0581 -0.02 0.06 -0.02
O -1.3602 1.1254 0.6947 0.17 0.04 0.17
O -2.8707 0.0660 2.2986 0.02 -0.01 0.02
C -2.5535 2.6597 2.5824 0.00 0.02 0.00
C -3.7123 3.3081 2.2024 0.02 0.00 0.02
C -3.9901 4.5111 2.8366 0.00 0.03 0.03
C -3.1414 5.0193 3.8192 -0.03 0.01 -0.01
C -1.9916 4.3411 4.1976 0.02 -0.03 -0.01
C -1.7072 3.1459 3.5613 -0.01 -0.01 -0.01
H -4.3756 2.8996 1.4525 0.01 -0.01 0.00
H -4.8825 5.0615 2.5705 0.00 -0.01 -0.01
H -3.3909 5.9574 4.2966 0.00 0.00 0.00
H -1.3283 4.7202 4.9630 0.00 0.00 0.00
Cl -2.4992 1.4691 -2.7309 0.04 0.02 0.04
C -2.2170 0.5103 -4.1296 -0.04 -0.19 0.07
C -2.4933 0.9964 -5.3917 0.00 0.03 -0.02
C -2.3244 0.1657 -6.4905 -0.02 0.08 -0.05
C -1.9292 -1.1502 -6.3397 0.03 -0.09 0.05
C -1.6574 -1.6393 -5.0719 0.03 0.05 0.00
Cl -1.2997 -3.3123 -4.8616 -0.08 -0.04 -0.03
C -1.7365 -0.7902 -3.9684 -0.15 0.01 -0.20
N -1.4664 -1.3075 -2.6601 0.11 0.08 0.13
C -0.3055 -1.5779 -2.1395 -0.02 0.00 -0.02
C 2.2259 -1.2491 -1.9619 -0.07 0.14 -0.13
C 2.6798 -2.6699 -1.8088 -0.02 -0.05 0.00
C 1.8933 -3.6054 -1.2842 0.01 0.04 -0.06
C 0.6231 -3.2996 -0.6577 -0.09 0.02 0.06
C -0.2981 -2.3397 -0.9052 0.09 -0.09 -0.05
C -1.4473 -2.1836 0.0777 -0.05 -0.05 0.00
C -0.7908 -2.1908 1.4620 -0.09 0.05 -0.11
O -0.9102 -3.0989 2.2426 0.00 0.00 0.02
O -0.0005 -1.1622 1.6149 0.15 0.07 0.07
H -2.8517 2.0097 -5.5043 0.00 0.00 0.00
H -2.5379 0.5433 -7.4814 0.00 0.01 0.01
H -1.8477 -1.8116 -7.1902 0.00 0.00 0.00
H -2.2792 -1.5717 -2.1048 0.05 -0.01 -0.04
H 3.0100 -0.6768 -2.4679 0.00 0.00 -0.01
H 3.6607 -2.9321 -2.1836 0.00 0.01 0.00
H 2.2482 -4.6242 -1.1935 0.01 0.00 0.00
H 0.3809 -3.9430 0.1867 -0.01 0.01 0.00
H -2.1704 -2.9960 0.0055 -0.01 -0.02 0.03
H -1.9498 -1.2220 -0.0426 0.02 0.04 0.00